# 1
Molecular formula: C13H43B2BrN6O5P3
Method: DFT, the ωB97M-V functional and the def2-TZVPD basis

XYZ file:
```
73
Properties=species:S:1:pos:R:3:forces:R:3:mulliken_charge:R:1
O 1.6931 -2.5624 4.4975 -0.1095 -0.4363 0.3663 -0.69
B 0.9877 -2.6732 3.3174 -0.3753 -0.0064 -0.6624 0.76
O 0.8875 -3.9544 2.7361 0.2910 -0.1221 0.3233 -0.77
C 0.2717 -1.4835 2.6408 -0.0582 0.1716 0.1458 -0.34
B -1.0643 -1.1491 3.5773 0.3890 0.4941 0.4911 0.62
P -2.3134 -2.6373 3.5339 0.1919 -0.5134 -0.7031 -0.18
O -3.8084 -1.9508 3.2627 0.0747 -0.1053 0.4848 -0.32
Br -2.4520 -3.3958 5.7144 -0.1218 0.1247 0.1980 -0.40
H 1.2422 -1.9308 5.0710 0.1874 0.3465 -0.1922 0.32
H 0.0585 -4.3613 3.0137 -0.0189 -0.0740 -0.1353 0.27
H 0.0380 -1.6724 1.5901 -0.0785 -0.0596 0.0253 0.13
H 0.8756 -0.5699 2.6770 -0.0627 0.0192 0.0415 0.05
H -0.6792 -1.0356 4.7377 -0.1192 0.0365 0.0367 -0.33
H -1.6291 -0.1251 3.2533 -0.1867 -0.1433 -0.1064 -0.26
H -4.4229 -2.6769 3.1187 -0.0803 0.0294 -0.0450 0.29
O -3.2924 2.1766 1.5234 -2.4561 1.3932 1.0355 -0.84
P -3.9537 2.2552 0.1913 3.3692 -2.2542 -3.0773 0.76
N -4.2854 0.6260 -0.1855 -0.5899 -0.2104 0.1004 0.30
C -3.6328 -0.1539 -1.2131 -0.0452 0.1682 -0.4099 -1.04
C -4.7401 -0.1947 0.9426 0.3078 0.4081 0.3255 -1.24
N -2.6811 3.0333 -0.7064 -0.0016 0.4289 -0.0847 0.19
C -1.8032 2.3245 -1.6154 -0.1440 -0.1300 -0.2494 -1.10
C -1.9335 4.0133 0.0728 0.0754 -0.1597 0.2274 -1.20
N -5.1071 2.8417 -0.9279 -1.0436 0.8686 1.8032 0.12
C -6.4368 2.2224 -1.0108 -0.0533 -0.2103 -0.0395 -0.89
C -5.0913 4.2644 -1.2981 0.1596 0.0726 -0.1141 -0.94
H -4.1757 -1.0897 -1.3660 -0.0419 -0.0007 0.1767 0.36
H -2.5944 -0.4061 -0.9687 -0.0117 -0.0171 -0.0655 0.26
H -3.6685 0.3548 -2.1790 0.1319 0.0875 0.0725 0.30
H -5.5565 0.3104 1.4683 0.0884 0.0049 0.0837 0.34
H -3.9502 -0.3962 1.6616 -0.0276 0.0037 0.0559 0.40
H -5.1363 -1.1491 0.5904 0.0498 0.0659 -0.2422 0.38
H -1.2552 1.5047 -1.1342 0.0271 -0.0028 -0.0791 0.34
H -1.0641 3.0188 -2.0226 -0.0043 0.0907 0.1321 0.33
H -2.3487 1.9472 -2.4824 -0.0251 -0.1372 0.1041 0.28
H -1.1613 3.5529 0.6999 -0.0200 0.0583 0.0596 0.31
H -2.5974 4.5787 0.7273 0.0338 -0.0602 0.0564 0.39
H -1.4568 4.7294 -0.6044 -0.0118 -0.0799 -0.0923 0.39
H -6.4733 1.5372 -1.8606 -0.0020 -0.0617 0.0454 0.22
H -7.2233 2.9651 -1.1537 0.1244 0.1243 0.0296 0.37
H -6.6904 1.6627 -0.1137 0.0410 -0.0920 -0.0305 0.28
H -4.6485 4.3859 -2.2888 0.0374 0.0295 0.0162 0.23
H -4.5149 4.8640 -0.5981 0.0927 -0.0098 -0.0472 0.28
H -6.0957 4.6909 -1.3217 -0.0585 -0.1567 0.0586 0.39
O 2.2492 -0.3477 -0.6106 0.7236 2.6779 0.8785 -0.80
P 3.7008 -0.5144 -0.9077 0.2244 -4.7279 -1.8063 0.75
N 3.7073 -0.5550 -2.6281 0.1385 0.4910 -0.2265 0.28
C 3.9860 -1.7126 -3.4443 0.3722 -0.1066 0.0330 -1.07
C 2.7887 0.3821 -3.2586 -0.3691 -0.0537 0.2269 -1.07
N 4.0154 -1.9964 -0.0771 0.1043 -0.0238 0.3979 0.17
C 4.1199 -3.2730 -0.7484 0.3105 -0.0088 -0.2130 -1.07
C 3.2855 -2.1357 1.1901 -0.1480 0.1644 -0.1501 -1.60
N 5.3583 -0.1088 -0.8321 -0.7269 1.9742 0.8760 0.11
C 5.9166 0.9174 -1.7236 -0.0016 0.0063 -0.2074 -0.92
C 6.0623 -0.2221 0.4557 0.0455 -0.1966 0.1233 -0.90
H 4.1158 -1.4091 -4.4868 -0.1152 0.1220 0.0240 0.35
H 3.1893 -2.4666 -3.4112 0.0697 -0.0478 -0.0240 0.31
H 4.9343 -2.1733 -3.1641 -0.1050 -0.0799 0.1373 0.30
H 2.9190 1.3851 -2.8445 -0.1101 -0.0282 0.0528 0.32
H 1.7377 0.1010 -3.1276 -0.0072 0.0594 -0.0135 0.29
H 2.9979 0.4515 -4.3281 0.1355 -0.0984 0.0147 0.35
H 3.2175 -3.5375 -1.3162 0.0527 -0.0673 -0.0129 0.29
H 4.2814 -4.0584 -0.0080 -0.0993 0.0813 0.1172 0.35
H 4.9943 -3.3114 -1.4030 -0.1209 0.0608 -0.1184 0.32
H 2.2600 -2.4801 1.0489 -0.0271 0.0379 0.0281 0.54
H 3.2485 -1.1834 1.7192 -0.1142 -0.0024 -0.0346 0.38
H 3.8077 -2.8432 1.8392 0.0716 -0.0551 -0.1209 0.45
H 6.4307 0.4399 -2.5609 -0.0524 0.0204 -0.0454 0.23
H 6.6423 1.5501 -1.2115 -0.0522 -0.0760 0.1508 0.38
H 5.1527 1.5780 -2.1270 -0.0172 -0.0474 -0.0783 0.27
H 6.6823 -1.1202 0.4607 -0.0276 -0.0220 0.0305 0.23
H 5.3748 -0.2854 1.2946 -0.0108 -0.1087 -0.0010 0.26
H 6.7076 0.6374 0.6432 -0.0685 0.0714 -0.1579 0.39
```
Positions in Å, forces in eV/Å.

Results
- Lowest unoccupied orbital energy: 0.086 Eh
- Kohn-Sham gap: 6.3 eV
- Maximum force: 5.09 eV Å⁻¹
- Charge: -1
- E: -4873.767416 Ha



# 2
Molecular formula: C4H4I4
Method: DFT, the ωB97M-V functional and the def2-TZVPD basis

XYZ file:
```
12
Properties=species:S:1:pos:R:3:forces:R:3:mulliken_charge:R:1
C -2.3681 0.2282 -1.1583 -0.1384 -0.3042 -0.4859 -0.81
C -1.6274 -0.6731 -1.4385 -0.0986 0.4017 0.4336 0.02
C 1.6414 -0.5241 0.8493 0.0453 -0.2603 0.2963 -0.85
C 0.9066 0.5874 0.1854 0.1300 -0.0937 -0.6870 -0.55
I 2.6253 -1.5614 -0.7923 -0.1261 0.0871 0.2790 0.16
I 0.3074 -1.9253 1.8496 0.2959 0.0696 -0.1820 0.09
I 2.3773 2.0998 -0.3452 -0.1723 -0.0063 0.1673 0.08
I -0.5702 1.5405 1.5438 0.2153 0.4069 0.3634 0.20
H -3.1161 0.9697 -1.1103 -0.3274 0.3042 0.0667 0.48
H -1.6510 1.0249 0.4434 -0.1858 -0.1035 -0.0705 0.13
H -0.9498 -1.4634 -1.5989 0.3620 -0.3203 -0.1363 0.45
H 2.4247 -0.3031 1.5721 0.0002 -0.1811 -0.0445 0.61
```
Positions in Å, forces in eV/Å.

Results
- Lowest unoccupied orbital energy (spin up / spin down): -0.023 / -0.023 Eh
- Energy above the lowest of the compared OMol25 structures with the same formula, charge and spin: 103.2 kcal/mol
- Kohn-Sham gap (spin up / spin down): 7.3 / 7.3 eV
- Maximum force: 0.71 eV Å⁻¹
- E: -1345.358464 Ha



# 3
Molecular formula: C24H74BrO14P3S10
Method: DFT, the ωB97M-V functional and the def2-TZVPD basis

XYZ file:
```
126
Properties=species:S:1:pos:R:3:forces:R:3:mulliken_charge:R:1
C 1.8199 -3.1257 -0.2837 0.0744 0.0739 -0.1138 -0.30
C 3.1146 -3.4464 -1.0352 -0.0800 0.0466 0.0497 -1.10
C 3.6116 -2.3179 -1.9460 0.2152 -0.0352 0.0461 -0.09
C 3.6128 -0.9376 -1.2727 0.0475 0.1615 -0.0052 -0.65
P 3.6902 0.4025 -2.5449 0.1499 0.4987 -0.3032 0.33
O 4.0406 0.0411 -4.1285 -0.3400 -0.6695 -0.0082 -0.49
P 5.9285 0.7212 -2.1793 0.3710 -0.2846 0.1216 0.17
O 5.9045 1.8895 -0.9935 -0.3804 -0.0627 -0.0025 -0.53
O 6.4327 1.6920 -3.3999 -0.0287 -0.0028 -0.0255 -0.46
P 1.4625 0.0487 -3.0150 0.0169 -0.3961 -0.2667 0.16
O 0.8408 0.9772 -1.8276 0.2052 -0.1473 -0.1563 -0.05
Br 1.1395 1.2996 -4.8741 -0.0321 0.2963 0.1608 -0.39
H 1.1297 -2.5613 -0.9161 -0.0520 -0.0436 -0.0192 0.28
H 1.3218 -4.0463 0.0180 0.0313 -0.0249 0.0735 -0.14
H 2.0118 -2.5265 0.6098 -0.0296 -0.0195 -0.0016 0.29
H 3.9026 -3.7033 -0.3221 -0.0369 -0.0341 0.0336 0.32
H 2.9461 -4.3351 -1.6461 0.0977 -0.0107 -0.0281 0.43
H 3.0288 -2.3067 -2.8704 -0.1692 0.0521 0.0837 0.36
H 4.6444 -2.5327 -2.2410 -0.0565 -0.0130 -0.1208 0.05
H 2.7407 -0.7575 -0.6411 -0.0670 -0.1002 -0.0838 0.03
H 4.5101 -0.8690 -0.6509 -0.0957 0.0366 0.1602 0.69
H 3.3209 1.6830 -1.9952 0.0922 -0.0356 0.2655 -0.02
H 4.6045 -0.7418 -4.2361 0.2778 0.1519 -0.0020 0.29
H 5.4257 1.5552 -0.2236 0.0868 0.1286 0.0086 0.33
H 7.1706 1.2436 -3.8292 -0.0471 0.1548 -0.0392 0.36
H 0.2326 0.3859 -1.3118 -0.0965 0.3273 0.3009 0.33
C -1.3402 0.5952 2.1343 -0.0867 -0.0262 -0.0146 -0.88
S -0.3564 -0.6221 1.2769 0.1470 0.0555 0.0500 0.53
O -0.6461 -0.4452 -0.1862 -0.1901 -0.0466 -0.1645 -0.83
C -1.2797 -2.0575 1.7878 -0.0152 -0.0319 -0.0125 -0.55
H -0.9437 1.5766 1.8900 0.0214 0.0083 0.0015 0.23
H -2.3753 0.5134 1.8006 0.0111 -0.0137 -0.0167 0.33
H -1.2527 0.4367 3.2073 0.0154 0.0207 0.0184 0.29
H -2.3135 -1.9443 1.4600 0.0110 0.0056 -0.0272 0.38
H -1.2304 -2.1167 2.8741 -0.0423 -0.0754 0.0234 0.33
H -0.8297 -2.9293 1.3164 0.0378 0.0404 -0.0297 -0.07
C 0.1495 4.7017 5.8850 0.0104 0.0184 0.0515 -0.93
S -0.0352 3.9940 4.2508 -0.0277 0.0101 -0.0335 0.48
O -0.5922 2.6215 4.4344 0.0057 -0.0181 0.0514 -0.56
C 1.7186 3.7904 3.9264 0.0413 0.0042 -0.0106 -0.93
H -0.8482 4.8577 6.2907 -0.0115 -0.0082 -0.0270 0.40
H 0.7107 4.0167 6.5184 0.0086 0.0094 -0.0097 0.19
H 0.6703 5.6559 5.8193 0.0055 -0.0045 0.0179 0.37
H 2.1530 3.1605 4.7022 -0.0151 -0.0022 0.0057 0.31
H 2.1979 4.7688 3.9067 0.0044 -0.0032 -0.0050 0.38
H 1.8186 3.3115 2.9542 -0.0115 0.0022 -0.0010 0.29
C 0.9286 -1.2735 -7.5036 -0.0057 0.0084 0.0224 -0.72
S 1.5272 -2.7177 -8.3825 -0.0281 -0.0257 0.0225 0.48
O 3.0129 -2.6512 -8.3721 0.0295 -0.0030 -0.0082 -0.61
C 1.0029 -2.1818 -10.0169 -0.0206 0.0153 -0.0300 -0.94
H 1.2100 -1.3817 -6.4587 0.0141 -0.0072 -0.0010 0.08
H 1.3929 -0.3776 -7.9148 0.0267 -0.0153 0.0028 0.33
H -0.1575 -1.2231 -7.5827 0.0006 -0.0074 0.0071 0.40
H 1.4741 -1.2260 -10.2453 0.0107 -0.0039 0.0123 0.30
H -0.0835 -2.0965 -10.0392 0.0013 -0.0021 -0.0058 0.35
H 1.3290 -2.9378 -10.7280 0.0059 -0.0040 0.0073 0.32
C 9.1526 -3.5308 -4.1499 0.0227 -0.0145 0.0217 -0.99
S 7.4951 -3.2880 -4.7987 0.0164 -0.0662 -0.1023 0.42
O 6.8468 -2.2834 -3.9116 -0.1869 0.1750 0.0547 -0.46
C 6.8488 -4.8878 -4.3034 -0.0120 -0.0301 -0.0023 -0.97
H 9.7038 -2.6082 -4.3186 -0.0091 0.0047 -0.0031 0.32
H 9.0920 -3.7386 -3.0820 -0.0164 0.0082 -0.0008 0.30
H 9.6345 -4.3506 -4.6825 -0.0022 0.0060 -0.0020 0.39
H 6.9551 -4.9970 -3.2243 0.0015 0.0171 0.0023 0.30
H 7.3836 -5.6763 -4.8324 -0.0104 0.0007 -0.0022 0.42
H 5.7966 -4.9083 -4.5799 -0.0007 0.0067 -0.0090 0.31
C -4.8528 -1.3866 5.1418 -0.0421 -0.0072 0.0189 -1.02
S -3.2084 -0.6887 5.3225 0.0050 0.0418 -0.0342 0.69
O -2.2603 -1.7237 4.8202 0.0150 -0.0145 0.0120 -0.62
C -3.1458 -0.7763 7.1134 -0.0083 0.0130 0.0415 -1.06
H -5.0568 -1.4599 4.0755 0.0094 0.0040 -0.0023 0.30
H -4.8751 -2.3769 5.5959 0.0171 0.0007 -0.0016 0.32
H -5.5811 -0.7244 5.6098 -0.0038 -0.0010 -0.0072 0.37
H -3.2893 -1.8100 7.4269 0.0053 -0.0042 -0.0169 0.32
H -3.9145 -0.1282 7.5338 0.0082 0.0038 0.0049 0.39
H -2.1615 -0.4255 7.4159 0.0024 0.0039 -0.0120 0.32
C -2.6024 4.2205 -3.4581 -0.0045 0.0015 -0.1218 -0.96
S -2.6858 4.0837 -1.6738 0.0386 -0.1966 0.0155 0.79
O -3.1233 5.4195 -1.1635 0.0270 0.0755 -0.0245 -0.79
C -0.9169 3.9735 -1.4179 0.1043 0.0280 0.0286 -0.86
H -3.6158 4.3493 -3.8335 -0.0197 -0.0245 0.0487 0.31
H -1.9943 5.0855 -3.7227 0.0020 0.0023 0.0234 0.35
H -2.1689 3.3061 -3.8643 0.0018 0.0020 -0.0015 0.31
H -0.4316 4.8593 -1.8285 -0.0392 0.0161 0.0003 0.35
H -0.5354 3.0691 -1.8926 0.0122 -0.0318 0.0149 0.24
H -0.7415 3.9192 -0.3448 -0.0343 0.0046 0.0040 0.23
C 1.4978 3.4688 10.0278 -0.0004 -0.0351 0.0143 -0.94
S 1.8004 5.2326 9.8653 -0.0051 0.0249 0.0351 0.47
O 1.9585 5.5013 8.4112 -0.0114 -0.0251 -0.0647 -0.56
C 3.4547 5.2136 10.5636 0.0272 -0.0113 0.0266 -0.96
H 0.5198 3.2673 9.5953 -0.0005 0.0095 -0.0026 0.29
H 2.2671 2.9221 9.4828 0.0023 0.0131 -0.0069 0.30
H 1.4970 3.1944 11.0825 -0.0054 -0.0020 -0.0023 0.40
H 4.0814 4.5406 9.9791 -0.0104 0.0030 -0.0124 0.30
H 3.4061 4.8976 11.6055 0.0038 0.0072 0.0004 0.38
H 3.8414 6.2286 10.5041 -0.0078 0.0028 -0.0057 0.32
C -8.4416 4.1564 -1.1029 -0.0442 0.0028 0.0019 -0.99
S -6.7304 4.3124 -1.6274 0.0718 0.0689 0.0364 0.47
O -6.1221 2.9589 -1.4695 -0.0360 -0.0983 -0.0700 -0.59
C -6.1638 5.2845 -0.2363 -0.0168 0.0449 0.0464 -0.74
H -8.9529 3.5336 -1.8342 0.0025 -0.0025 -0.0027 0.32
H -8.4715 3.6828 -0.1218 0.0205 -0.0016 -0.0025 0.29
H -8.9025 5.1436 -1.0731 -0.0028 -0.0042 -0.0025 0.38
H -6.3624 4.7326 0.6828 -0.0225 -0.0156 -0.0124 0.29
H -6.6815 6.2443 -0.2370 -0.0040 0.0004 -0.0022 0.38
H -5.0920 5.4357 -0.3731 -0.0148 -0.0034 -0.0140 0.20
C -1.7850 -7.4786 -0.0477 -0.0381 -0.0188 -0.0030 -0.95
S -0.5266 -6.2161 0.1742 -0.0123 0.0392 0.0016 0.56
O 0.7868 -6.9110 0.1535 0.0341 -0.0133 0.0018 -0.64
C -0.8928 -5.8756 1.9018 -0.0426 -0.0073 0.0189 -1.01
H -1.6841 -7.8563 -1.0628 0.0081 0.0045 -0.0016 0.34
H -1.6167 -8.2818 0.6693 0.0161 0.0072 -0.0006 0.28
H -2.7718 -7.0346 0.0820 0.0011 0.0015 -0.0066 0.36
H -0.7895 -6.7951 2.4776 0.0126 -0.0059 -0.0154 0.48
H -1.9012 -5.4702 1.9885 0.0061 0.0112 0.0117 0.33
H -0.1688 -5.1396 2.2462 0.0090 -0.0080 0.0016 0.25
C -7.0807 -1.0555 -3.2359 -0.0510 0.0257 -0.0107 -0.92
S -5.3513 -0.9932 -3.7257 0.0166 0.0132 -0.0152 0.48
O -4.8055 -2.3614 -3.5185 -0.0155 -0.0460 0.0276 -0.63
C -4.8128 0.0208 -2.3526 0.0045 0.0697 0.0350 -0.53
H -7.6017 -1.6853 -3.9541 0.0095 -0.0036 -0.0022 0.33
H -7.1502 -1.4894 -2.2385 0.0172 -0.0057 -0.0009 0.30
H -7.4960 -0.0479 -3.2501 0.0006 -0.0014 0.0056 0.30
H -5.0388 -0.4941 -1.4186 0.0060 -0.0336 -0.0134 0.29
H -5.3273 0.9821 -2.3916 0.0604 0.0381 0.0479 0.19
H -3.7375 0.1638 -2.4436 0.0042 -0.0186 -0.0159 0.22
```
Positions in Å, forces in eV/Å.

Results
- Lowest unoccupied orbital energy: 0.008 Eh
- Kohn-Sham gap: 6.6 eV
- Maximum force: 0.75 eV Å⁻¹
- E: -9591.878707 Ha